Entry 1:
{"formula": "C5H7NO", "method": "ωB97M-V/def2-TZVPD", "total_energy_ev": -8831.3044, "de_lowest_kcal_mol": 113.0, "e_lumo_ev": [0.590, 0.591], "homo_energy_ha": [-0.27393, -0.27398], "species": ["C", "C", "C", "O", "C", "N", "C", "H", "H", "H", "H", "H", "H", "H"], "xyz": [[1.121559, 0.618906, -1.093038], [-0.236194, -0.051855, -1.016259], [-0.358641, -1.343565, -0.267634], [-1.130499, -1.249787, 0.904548], [-0.795349, -0.284004, 1.702644], [0.200695, 0.572812, 1.354922], [0.134402, 1.030274, -0.042228], [2.001290, 0.040287, -0.814420], [1.279155, 1.330994, -1.902182], [-0.958119, 0.175123, -1.805201], [0.938796, -0.306460, 1.126729], [-0.730169, -2.210126, -0.808521], [-1.153892, -0.338466, 2.721405], [-0.313035, 2.015866, -0.060767]], "forces_ev_per_a": [[0.029, 0.065, 0.279], [-0.043, 0.030, 0.204], [-0.427, -0.004, -0.056], [1.039, 0.664, 0.253], [-1.259, -0.059, -0.169], [2.261, -2.292, -0.666], [-0.716, 0.427, -0.117], [-0.270, 0.052, 0.010], [-0.089, -0.142, 0.256], [0.182, -0.123, 0.139], [-0.641, 1.365, 0.353], [0.080, 0.145, 0.020], [-0.184, -0.065, -0.134], [0.038, -0.063, -0.374]], "mulliken_charge": [-0.597, 0.265, -0.935, -0.196, 0.057, -0.496, -0.367, 0.233, 0.273, 0.355, 0.375, 0.268, 0.367, 0.399]}

***

Entry 2:
{"formula": "C4H14NO3", "method": "ωB97M-V/def2-TZVPD", "total_energy_ev": -12000.4988, "de_lowest_kcal_mol": 30.2, "e_lumo_ev": -2.990, "homo_energy_ha": -0.50285, "total_charge": 1, "species": ["C", "C", "C", "C", "O", "N", "H", "H", "H", "H", "H", "H", "H", "H", "H", "H", "H", "H", "O", "H", "H", "O"], "xyz": [[-0.920151, 1.178355, -0.113430], [0.430716, 1.872560, -0.064349], [1.555869, 1.381084, 0.772744], [1.848454, -0.104499, 0.586358], [1.116284, -0.858438, -0.009612], [-0.993975, 0.390752, -1.454766], [-0.970709, 0.503655, 0.749626], [-1.686973, 2.008512, -0.335042], [0.709856, 2.170487, -1.105704], [0.081403, 2.866654, 0.278225], [2.459194, 1.993620, 0.703972], [1.249776, 1.261672, 1.891102], [2.692321, -0.467358, 1.174784], [-1.297261, 0.912794, -2.261846], [-1.575822, -0.488970, -1.318299], [-0.035420, 0.060231, -1.616446], [-0.255502, -2.814460, 1.397879], [-0.498357, -2.275569, 2.728632], [0.229934, -2.318840, 2.082622], [-0.823954, -2.552226, -0.737896], [-1.795860, -2.578342, -2.085347], [-1.519816, -2.141682, -1.263204]], "forces_ev_per_a": [[-0.106, 1.054, -2.256], [-1.198, 2.863, -1.014], [-0.148, -2.044, 1.653], [-0.179, 0.679, 0.091], [0.169, 0.224, -0.638], [0.174, -1.056, 1.733], [-0.996, 0.143, -0.495], [0.698, -1.669, 1.374], [0.248, -0.607, 0.598], [0.871, -0.191, 0.377], [-0.199, -0.107, 0.173], [0.446, 0.858, -1.464], [0.325, -0.311, -0.006], [-0.242, 0.515, -0.013], [0.714, 0.531, -0.414], [-0.277, -0.276, -0.009], [0.765, 0.107, 0.116], [0.643, 0.148, 0.261], [-1.541, -0.350, 0.008], [-0.017, -0.435, -0.778], [0.641, -0.496, 0.728], [-0.790, 0.419, -0.026]], "mulliken_charge": [-0.405, -0.788, -0.548, -0.055, -0.466, -0.276, 0.285, 0.386, 0.402, 0.334, 0.398, 0.275, 0.421, 0.333, 0.350, 0.352, 0.277, 0.319, -0.580, 0.307, 0.332, -0.651]}

***

Entry 3:
{"formula": "C5H9NO", "method": "ωB97M-V/def2-TZVPD", "total_energy_ev": -8862.8831, "de_lowest_kcal_mol": 146.0, "e_lumo_ev": 0.954, "homo_energy_ha": -0.32289, "species": ["C", "N", "C", "C", "C", "O", "C", "H", "H", "H", "H", "H", "H", "H", "H", "H"], "xyz": [[-1.015499, -2.109947, -0.761197], [-0.164722, -1.156038, -0.060313], [-0.822964, -0.129418, 0.778363], [-0.227027, 0.154222, -0.622540], [0.410014, 1.240539, 0.068998], [-0.455350, 2.166520, 0.344198], [1.842184, 1.302406, 0.479639], [-1.083776, -3.022459, -0.164116], [-0.552714, -2.356967, -1.721908], [-2.031092, -1.724412, -0.938485], [-1.317944, 1.272103, 0.602760], [-0.196486, 0.039319, 1.663543], [-0.995801, 0.392541, -1.359552], [1.980796, 2.017640, 1.292631], [2.180044, 0.303974, 0.776332], [2.450337, 1.609975, -0.378353]], "forces_ev_per_a": [[-0.081, -0.112, -0.071], [0.121, -0.023, -0.039], [-0.085, -0.283, 0.385], [-0.119, 0.157, -0.211], [0.114, -0.104, 0.079], [-0.056, -0.050, -0.002], [-0.012, 0.045, 0.025], [-0.026, 0.146, -0.074], [-0.060, -0.002, 0.139], [0.148, -0.010, 0.014], [0.139, 0.253, -0.150], [-0.003, 0.021, -0.127], [0.108, -0.040, 0.090], [-0.025, -0.128, -0.082], [-0.056, 0.127, -0.081], [-0.108, 0.002, 0.104]], "mulliken_charge": [-0.879, -0.199, -0.845, -0.196, 0.929, -0.571, -1.246, 0.282, 0.318, 0.353, 0.468, 0.241, 0.327, 0.336, 0.339, 0.342]}

***

no.,maximum force (eV/A)
1,3.288
2,3.265
3,0.485